No. 1
20
Properties=species:S:1:pos:R:3:mulliken_charge:R:1 method="wB97M-V/def2-TZVPD" homo_lumo_gap_ev="7.41 / 9.12" homo_energy_ev="-10.5854 / -14.7838" total_charge=+1 s2=2.007 spin_multiplicity=3 de_lowest_kcal_mol=2.3
C -0.291 -1.359 -0.406 -0.841
C 0.093 1.111 -0.630 -0.773
C -1.593 -1.102 0.355 -0.672
C -1.112 1.245 0.328 -0.494
C 0.762 -0.225 -0.381 0.384
C 2.881 0.399 0.106 -0.691
N -2.073 0.210 0.028 -0.011
O 1.825 -0.565 0.288 -0.293
H 0.161 -2.309 -0.041 0.365
H -0.578 -1.488 -1.401 0.430
H -0.248 1.109 -1.626 0.417
H 0.818 1.901 -0.603 0.489
H -2.215 -1.990 0.157 0.359
H -1.465 -1.114 1.501 0.351
H -0.627 1.092 1.342 0.377
H 2.596 1.133 -0.640 0.373
H 3.753 -0.234 -0.185 0.271
H 3.239 0.775 1.091 0.247
H -2.191 0.303 -1.025 0.375
H -2.940 0.369 0.501 0.341

---

No. 2
52
Properties=species:S:1:pos:R:3:mulliken_charge:R:1 method="wB97M-V/def2-TZVPD" homo_lumo_gap_ev="4.34 / 4.34" homo_energy_ev="-4.6368 / -4.6381"
O -0.016 -0.633 -0.092 -0.490
C 0.282 0.369 0.993 -0.626
C -0.527 1.390 0.192 -0.424
H 1.371 0.505 1.011 0.293
H -0.138 0.043 1.963 0.343
C -0.649 0.314 -0.915 1.243
H 0.043 2.277 -0.105 0.069
H -1.495 1.608 0.651 0.409
C 0.252 0.551 -2.119 -1.491
H 1.303 0.619 -1.796 0.369
H -0.049 1.493 -2.594 0.478
H 0.151 -0.263 -2.857 0.265
C -2.055 -0.128 -1.308 -1.476
H -2.703 -0.190 -0.420 0.320
H -2.042 -1.110 -1.822 0.155
H -2.465 0.619 -2.005 0.481
Y 0.154 -2.591 0.388 1.122
C -1.703 -4.475 1.036 -0.560
C -0.916 -4.224 2.256 -0.219
C -0.992 -2.818 2.549 -1.149
H -0.134 -4.893 2.686 0.521
C -1.934 -2.233 1.583 -0.393
C -2.300 -3.227 0.609 -0.699
H -3.013 -3.117 -0.217 0.415
H -1.941 -5.423 0.482 0.548
H -0.454 -2.305 3.349 0.477
H -2.290 -1.214 1.623 0.739
C 0.844 -4.806 -0.820 0.305
C -0.203 -4.327 -1.735 -0.831
C 0.195 -3.034 -2.121 -0.509
H -1.178 -4.846 -1.824 0.419
C 1.586 -2.792 -1.625 -0.594
C 2.011 -3.905 -0.866 -0.734
H 2.932 -4.069 -0.262 0.371
H 0.923 -6.206 -0.369 0.324
H -0.402 -2.379 -2.735 0.712
H 2.133 -1.862 -1.730 0.531
O 1.364 4.514 0.587 -0.352
C 0.376 5.272 -0.175 -0.393
C 0.687 6.786 -0.081 -0.571
H -0.635 5.080 0.251 0.260
H 0.375 4.894 -1.214 0.294
C 1.340 6.873 1.304 -0.491
H -0.213 7.419 -0.197 0.326
H 1.430 7.044 -0.853 0.280
C 2.098 5.522 1.368 -0.491
H 0.552 6.879 2.077 0.267
H 1.997 7.755 1.431 0.317
H 2.216 5.152 2.403 0.274
H 3.119 5.666 0.944 0.262
N 0.348 -6.427 0.603 -1.130
C 0.365 -5.148 0.518 0.432

---

No. 3
26
Properties=species:S:1:pos:R:3:mulliken_charge:R:1 method="wB97M-V/def2-TZVPD" smiles=Cc1ccccc1.CCC homo_lumo_gap_ev=10.02 homo_energy_ev=-9.0166 de_lowest_kcal_mol=19.2
C 1.410 3.537 -1.130 -1.381
C 0.987 2.197 -1.639 0.740
C 0.146 1.445 -0.809 -0.559
C -0.263 0.196 -1.251 0.005
C 0.166 -0.355 -2.450 -0.762
C 1.144 0.316 -3.184 -0.379
C 1.505 1.598 -2.778 -0.508
H 0.603 4.071 -0.618 0.360
H 1.607 4.273 -1.920 0.393
H 2.267 3.473 -0.464 0.276
H -0.198 1.799 0.152 0.357
H -0.961 -0.417 -0.691 0.330
H -0.314 -1.230 -2.865 0.387
H 1.710 -0.175 -3.964 0.374
H 2.217 2.197 -3.337 0.350
C -2.122 -2.183 3.286 -1.159
C -1.241 -1.560 2.171 -0.029
C 0.070 -2.335 1.986 -1.078
H -1.886 -1.721 4.236 0.313
H -3.156 -2.086 2.947 0.347
H -1.979 -3.261 3.251 0.295
H -1.731 -1.690 1.193 0.092
H -1.117 -0.478 2.214 0.327
H -0.165 -3.381 2.179 0.349
H 0.419 -2.370 0.949 0.288
H 0.881 -1.858 2.535 0.270

---

No. 4
13
Properties=species:S:1:pos:R:3:mulliken_charge:R:1 method="wB97M-V/def2-TZVPD" homo_lumo_gap_ev=8.37 homo_energy_ev=-8.4837 de_lowest_kcal_mol=109.5
O 0.102 -1.460 -2.310 -0.434
C -0.504 -0.792 -1.379 0.034
C 0.197 -0.168 -0.353 0.278
C 1.437 -0.491 0.377 -0.119
N 1.301 -0.061 1.563 -0.613
C 0.068 0.749 1.681 -0.449
C -0.579 0.812 0.452 0.337
O -1.790 1.413 0.191 -0.560
H 0.857 -2.037 -1.838 0.364
H -1.836 -0.700 -1.400 0.223
H 2.246 -1.159 -0.146 0.211
H 0.032 1.467 2.561 0.318
H -1.531 2.426 0.602 0.410

---

No. 5
22
Properties=species:S:1:pos:R:3:mulliken_charge:R:1 method="wB97M-V/def2-TZVPD" homo_lumo_gap_ev=8.60 homo_energy_ev=-11.7111 total_charge=+1 de_lowest_kcal_mol=125.7
C -2.798 1.006 0.561 -0.226
C -3.320 0.012 -0.302 -0.866
C -1.514 0.964 1.022 -0.777
C -2.455 -0.925 -0.755 -0.079
C -0.660 0.043 0.488 0.655
C 2.286 0.545 1.003 -0.050
C 2.511 -0.765 0.346 -0.237
N -1.161 -0.885 -0.414 -0.016
N 0.534 -0.312 0.941 -0.246
N 2.623 0.539 -0.232 0.222
N 2.299 1.066 -1.501 -0.621
N 1.177 -1.265 0.133 -0.498
H -3.372 1.755 0.960 0.509
H -4.286 0.139 -0.561 0.480
H -0.956 1.640 1.640 0.399
H -2.652 -1.773 -1.391 0.404
H 2.318 0.852 2.018 0.394
H 3.446 -1.370 0.244 0.402
H 2.663 2.035 -1.585 0.286
H 2.771 0.443 -2.259 0.294
H -0.536 -1.491 -0.906 0.304
H 1.081 -2.254 0.551 0.266

---

No. 6
11
Properties=species:S:1:pos:R:3:mulliken_charge:R:1 method="wB97M-V/def2-TZVPD" homo_lumo_gap_ev=10.01 homo_energy_ev=-9.0698 de_lowest_kcal_mol=8.2
H -2.231 1.279 0.020 0.226
N -1.267 1.609 0.021 -0.741
C -0.466 0.624 0.038 0.456
C -0.655 -0.891 0.072 -0.305
N 0.673 -1.482 -0.090 -0.529
C 1.484 -0.499 -0.109 -0.093
N 0.917 0.757 0.016 -0.148
H -1.073 -1.203 1.038 0.259
H -1.338 -1.235 -0.713 0.294
H 2.562 -0.601 -0.201 0.363
H 1.393 1.641 -0.092 0.218

---

No. 7
70
Properties=species:S:1:pos:R:3:mulliken_charge:R:1 method="wB97M-V/def2-TZVPD" homo_lumo_gap_ev=7.28 homo_energy_ev=-4.8116 total_charge=-1
C 0.394 -1.088 1.456 -0.194
C -0.298 -2.218 1.536 -0.515
C -1.310 -3.460 1.190 0.388
O -0.948 -3.915 -0.164 -0.552
B -1.752 -3.244 -1.196 0.668
I -1.241 -1.192 -1.838 -0.355
O -3.101 -3.098 -0.553 -0.715
C -2.732 -2.747 0.813 0.001
C -4.050 -3.080 1.688 -0.998
C -5.128 -1.892 1.404 0.759
C -6.412 -2.381 0.551 -0.967
Cl -5.588 -0.969 2.963 -0.289
H 0.801 -0.016 1.280 0.331
H -1.322 -4.276 2.003 0.279
H -2.020 -3.907 -2.141 -0.271
H -2.529 -1.639 1.064 0.256
H -3.811 -3.222 2.808 0.416
H -4.536 -4.065 1.315 0.205
H -4.588 -1.097 0.743 -0.229
H -7.312 -2.633 1.246 0.314
H -6.774 -1.494 -0.112 0.235
H -6.109 -3.263 -0.129 0.277
C 6.520 -0.211 3.483 -0.639
O 5.798 0.756 4.236 -0.387
C 5.042 1.637 3.405 -0.596
C 3.566 1.241 3.368 -0.554
O 3.383 -0.024 2.732 -0.024
C 3.212 -1.082 3.666 -0.923
H 6.848 -0.998 4.165 0.244
H 5.903 -0.664 2.702 0.228
H 7.401 0.255 3.031 0.321
H 5.462 1.677 2.394 0.298
H 5.124 2.637 3.842 0.381
H 3.017 1.979 2.777 0.358
H 3.137 1.232 4.377 0.395
H 2.195 -1.049 4.074 0.297
H 3.935 -1.030 4.483 0.414
H 3.348 -2.029 3.140 0.238
C 4.820 1.663 -2.620 -0.762
O 3.685 1.221 -3.352 -0.365
C 3.896 -0.051 -3.967 -0.500
C 3.241 -1.175 -3.165 -0.307
O 3.864 -1.335 -1.889 -0.436
C 3.122 -0.722 -0.842 -0.462
H 4.508 2.484 -1.971 0.242
H 5.239 0.868 -1.996 0.328
H 5.585 2.030 -3.311 0.331
H 4.966 -0.243 -4.108 0.306
H 3.429 -0.009 -4.955 0.372
H 3.370 -2.116 -3.706 0.380
H 2.164 -0.999 -3.051 0.134
H 2.259 -1.349 -0.591 0.330
H 2.779 0.279 -1.113 0.325
H 3.766 -0.644 0.036 0.039
C -4.312 1.238 -1.756 -0.790
O -3.228 2.068 -1.356 -0.326
C -2.706 2.838 -2.436 -0.462
C -3.219 4.277 -2.395 -0.555
O -4.628 4.335 -2.621 -0.370
C -5.365 4.480 -1.415 -0.702
H -4.827 0.892 -0.857 0.137
H -5.031 1.777 -2.381 0.387
H -3.930 0.370 -2.300 0.374
H -2.936 2.367 -3.399 0.343
H -1.618 2.852 -2.322 0.370
H -2.742 4.845 -3.198 0.368
H -2.959 4.758 -1.444 0.320
H -5.296 5.517 -1.066 0.325
H -5.009 3.806 -0.634 0.290
H -6.412 4.248 -1.624 0.246

---

No. 8
14
Properties=species:S:1:pos:R:3:mulliken_charge:R:1 method="wB97M-V/def2-TZVPD" homo_lumo_gap_ev=10.80 homo_energy_ev=-15.2154 total_charge=+1 de_lowest_kcal_mol=57.7
C -2.533 0.669 -0.189 -0.147
C 1.591 0.074 -0.179 -0.792
C 0.796 0.189 1.102 -0.391
C 0.682 -0.981 -0.875 -0.324
N -1.706 -0.240 -0.427 -0.251
S -0.548 -0.964 0.501 0.269
H -2.455 1.345 0.782 0.192
H -3.145 1.079 -0.905 0.326
H 1.451 0.946 -0.675 0.272
H 2.566 -0.098 0.063 0.381
H 1.372 -0.269 1.997 0.316
H 0.411 1.043 1.586 0.430
H 0.262 -0.779 -1.773 0.407
H 1.254 -2.015 -1.008 0.310

---

No. 9
14
Properties=species:S:1:pos:R:3:mulliken_charge:R:1 method="wB97M-V/def2-TZVPD" homo_lumo_gap_ev=9.32 homo_energy_ev=-8.4751 de_lowest_kcal_mol=84.5
O -1.874 -1.007 0.879 -0.234
C -0.809 -0.573 1.499 -0.668
C 1.069 -1.077 -0.495 -1.329
C 0.854 0.398 -0.148 0.445
C -0.400 1.119 -0.576 -1.055
C -0.240 0.663 0.863 0.170
H -2.204 -0.401 0.175 0.313
H 0.950 -1.665 0.411 0.355
H 0.293 -1.407 -1.191 0.300
H 2.057 -1.276 -0.922 0.366
H 1.755 1.002 -0.075 0.381
H -1.054 0.602 -1.279 0.274
H -0.351 2.193 -0.753 0.271
H -0.050 1.428 1.611 0.409

---

No. 10
19
Properties=species:S:1:pos:R:3:mulliken_charge:R:1 method="wB97M-V/def2-TZVPD" homo_lumo_gap_ev=5.89 homo_energy_ev=-8.9375 de_lowest_kcal_mol=172.1
C 0.977 -0.748 1.066 -0.405
O -0.274 -0.374 1.698 -0.680
C 1.505 0.306 0.099 -0.082
C 2.428 -0.187 -0.842 -0.462
H 1.802 -0.998 1.808 0.308
H 0.777 -1.618 0.425 0.338
H 0.333 -0.147 -1.497 0.378
H 1.207 1.534 0.342 0.265
H 2.785 0.356 -1.678 0.383
H 2.795 -1.274 -0.713 0.245
H -0.964 -0.732 0.979 0.517
H -2.650 -1.597 0.396 0.251
O -1.674 -1.458 0.035 -0.997
H -2.828 0.612 -1.759 0.235
H -1.833 -0.352 -0.857 0.411
O -2.001 0.584 -1.218 -0.685
H -0.648 1.638 1.310 0.373
H -1.164 2.130 -0.177 0.355
O -0.572 2.325 0.582 -0.750

---

No. 11
10
Properties=species:S:1:pos:R:3:mulliken_charge:R:1 method="wB97M-V/def2-TZVPD" homo_lumo_gap_ev=9.31 homo_energy_ev=-13.5308 total_charge=+1 de_lowest_kcal_mol=118.9
C 0.771 -0.250 0.397 -0.010
N -0.829 0.409 -0.666 -0.200
N 1.968 0.196 0.123 -0.201
N -1.928 -0.104 -0.459 -0.242
H 0.755 -0.883 1.284 0.290
H -0.889 1.352 -0.253 0.302
H 2.174 0.863 -0.548 0.243
H 2.738 -0.121 0.719 0.273
H -2.222 -0.962 -0.932 0.265
H -2.745 0.263 0.227 0.281

---

No. 12
45
Properties=species:S:1:pos:R:3:mulliken_charge:R:1 method="wB97M-V/def2-TZVPD" smiles="NB(O)c1ccc(CCC(=O)O)c2nccnc12.CCOCC" homo_lumo_gap_ev=6.90 homo_energy_ev=-8.3409
N 5.976 -3.391 0.070 -0.659
B 4.505 -3.486 -0.404 0.418
O 4.020 -4.875 -0.661 -0.541
C 3.543 -2.126 -0.601 0.139
C 4.111 -0.825 -1.459 -0.399
C 3.199 0.532 -1.618 -0.400
C 1.708 0.523 -0.889 0.136
C 0.829 1.939 -1.030 -0.503
C 1.585 3.002 0.013 -0.425
C 2.282 2.124 1.248 0.470
O 3.625 1.919 1.301 -0.577
O 1.490 1.489 2.314 -0.453
C 1.094 -0.789 -0.062 0.130
N -0.287 -0.629 0.508 -0.197
C -0.708 -1.900 1.192 -0.044
C 0.210 -3.234 1.344 -0.343
N 1.609 -3.363 0.811 -0.379
C 2.022 -2.117 0.080 0.384
H 6.580 -3.210 -0.787 0.255
H 6.090 -2.559 0.719 0.291
H 4.277 -5.404 0.170 0.312
H 5.190 -0.802 -1.961 0.197
H 3.522 1.509 -2.210 0.234
H 0.904 2.354 -2.132 0.331
H -0.299 1.803 -0.716 0.060
H 0.843 3.747 0.527 0.363
H 2.468 3.563 -0.562 0.266
H 2.021 0.660 2.562 0.356
H -1.792 -1.921 1.676 0.239
H -0.238 -4.155 1.938 0.288
C -6.166 1.692 -1.167 -1.014
C -4.721 1.287 -1.403 -0.333
O -3.789 2.014 -0.607 -0.419
C -3.935 1.897 0.807 -0.482
C -3.798 0.471 1.312 -0.565
H -6.300 2.764 -1.359 0.277
H -6.834 1.129 -1.827 0.383
H -6.479 1.505 -0.138 0.264
H -4.466 1.490 -2.448 0.327
H -4.584 0.211 -1.258 0.297
H -4.885 2.340 1.125 0.347
H -3.144 2.508 1.256 0.356
H -4.569 -0.185 0.901 0.296
H -3.881 0.444 2.402 0.457
H -2.827 0.055 1.024 -0.139